A | ORCA calculation (ωB97M-V with the def2-TZVPD basis set) on a 2-piece molecular cluster, C11H14N2 overall.

lowest unoccupied orbital energy	0.84	eV
E_HOMO	-0.3137	hartree
gap between HOMO and LUMO	9.4	eV

The geometry in ORCA input format:
```
! RIJCOSX wB97M-V def2-TZVPD def2/J DEFGRID3
* xyz 0 1
C -0.8816 -3.6567 0.0366
C -1.6439 -2.4096 0.0235
C -2.9429 -2.2140 -0.3986
N -3.2454 -0.8985 -0.1469
C -2.0707 -0.2974 0.1785
N -1.1326 -1.1687 0.4187
H -1.5544 -4.5069 0.0943
H -0.2323 -3.7106 0.9115
H -0.2539 -3.8256 -0.8349
H -3.6128 -2.9787 -0.7509
H -3.9588 -0.4350 -0.6855
H -1.9509 0.7681 0.2982
C 0.6373 3.7951 0.0542
C 1.3968 2.4883 -0.0225
C 1.0206 1.4866 0.9225
C 1.6446 0.2663 0.9819
C 2.6000 -0.1183 0.0231
C 2.7929 0.7730 -1.0119
C 2.3249 2.0802 -0.9648
H 1.3966 4.5726 -0.0619
H 0.0437 3.9374 0.9476
H -0.0264 3.8008 -0.8174
H 0.2087 1.7415 1.5938
H 1.4065 -0.4126 1.7910
H 3.0674 -1.0904 0.0433
H 3.4387 0.4532 -1.8230
H 2.5819 2.7477 -1.7840
*
```

---

B | ORCA calculation (ωB97M-V with the def2-TZVPD basis set) on an isolated molecule of C11H14N2.

lowest unoccupied orbital energy	0.53	eV
E_HOMO	-0.3210	hartree
gap between HOMO and LUMO	9.3	eV

The geometry in ORCA input format:
```
! RIJCOSX wB97M-V def2-TZVPD def2/J DEFGRID3
* xyz 0 1
C -0.0658 -1.6139 1.2324
C -0.5520 -0.2017 0.9229
C -2.0464 0.0561 0.8076
C -2.4214 1.2302 0.3682
C -1.5853 2.2107 -0.2413
C -0.3433 1.8847 -0.5170
C 0.1449 0.4238 -0.2739
C -0.3331 -0.4466 -1.5768
N 1.5473 0.3671 -0.0525
C 2.6700 0.1205 -0.8608
C 3.7644 0.3369 -0.1368
N 3.3806 0.7096 1.1063
C 2.0891 0.7584 1.1166
H 0.2992 -1.5046 2.2618
H 0.8947 -1.8614 0.7055
H -0.7817 -2.4318 1.1171
H -0.2233 0.4593 1.7436
H -2.6260 -0.5505 1.4767
H -3.4820 1.3095 0.4869
H -1.8461 3.2098 -0.3978
H 0.5374 2.4882 -0.8760
H -1.1442 -1.0512 -1.2984
H 0.6451 -1.0860 -1.9895
H -0.5710 0.1656 -2.3980
H 2.7414 -0.2805 -1.8592
H 4.6992 0.2204 -0.4951
H 1.6101 0.6306 2.0773
*
```

---

Top of the stability list: A, leading by 242.4 kJ/mol.

---

A | ORCA calculation (ωB97M-V with the def2-TZVPD basis set) on a 3-piece molecular cluster, CHNO2S overall.

lowest unoccupied orbital energy (spin up / spin down)	-3.29 / -3.35	eV
E_HOMO (spin up / spin down)	-0.3487 / -0.3542	hartree
gap between HOMO and LUMO (spin up / spin down)	6.2 / 6.3	eV

The geometry in ORCA input format:
```
! RIJCOSX wB97M-V def2-TZVPD def2/J DEFGRID3
* xyz 0 1
C 0.1784 -0.0118 0.8516
N -0.4386 -0.8648 0.3125
O 0.1876 0.5407 -1.2898
O -0.9033 -1.8856 0.0238
S 0.8691 0.5430 2.1266
H 0.1068 1.6785 -2.0248
*
```

---

B | ORCA calculation (ωB97M-V with the def2-TZVPD basis set) on a 2-piece molecular cluster, CHNO2S overall.

lowest unoccupied orbital energy (spin up / spin down)	-1.58 / -1.56	eV
E_HOMO (spin up / spin down)	-0.3438 / -0.3443	hartree
gap between HOMO and LUMO (spin up / spin down)	7.8 / 7.8	eV

The geometry in ORCA input format:
```
! RIJCOSX wB97M-V def2-TZVPD def2/J DEFGRID3
* xyz 0 1
N -0.7112 -1.4621 -0.0196
C 0.3941 -1.1122 -0.1906
O 1.4906 -0.7296 -0.0639
H -1.6190 -1.6955 -0.2779
O 0.0141 2.2313 -0.3911
S 0.4315 2.7681 0.9431
*
```

---

Top of the stability list: B, leading by 677.2 kJ/mol.